Record 1
Here is a molecular structure, C4H4LiO5Ru from the Open Molecules 2025 dataset. Energies are from ωB97M-V with the def2-TZVPD basis set.

Results
HOMO (alpha / beta)   -23.2 / -23.6 eV
LUMO (alpha / beta)   -12.96 / -17.91 eV
HOMO-LUMO gap (alpha / beta)   10.19 / 5.71 eV
Multiplicity   7
ΔE to the lowest compared entry with this formula, charge and spin   47.1 kcal/mol
Charge   +3

Last column: Mulliken spin population.
Atoms and positions in Å:
Ru1 4.180 -0.087 -1.240  3.83
O1 -1.727 0.986 -0.261  0.46
O2 -0.099 2.224 0.648  0.06
O3 -0.564 0.198 1.398  0.16
O4 2.501 0.608 -0.422  0.24
O5 2.573 -1.268 -1.547  0.24
C1 -1.385 -0.910 0.970  0.03
C2 -1.765 -0.442 -0.442  0.09
C3 1.935 -0.380 -0.978  0.67
C4 -0.865 1.278 0.696  -0.06
Li1 1.780 2.095 0.581  0.01
H1 -0.830 -0.701 -1.225  0.17
H2 -0.752 -1.804 0.957  0.01
H3 -2.221 -1.067 1.658  0.06
H4 -2.760 -0.729 -0.791  0.03


Record 2
Here is a single C3H3FS molecule from the Open Molecules 2025 dataset. Energies are from ωB97M-V with the def2-TZVPD basis set.

Results
SMILES string   C=C(F)C=S
HOMO   -9.0 eV
LUMO   -0.76 eV
HOMO-LUMO gap   8.21 eV
ΔE to the lowest compared entry with this formula, charge and spin   40.3 kcal/mol

Last column: natural (NBO) charge in e.
Atoms and positions in Å:
S1 0.803 -1.975 -0.295  0.11
F1 0.038 1.518 1.249  -0.31
C1 0.111 0.670 0.240  0.34
C2 -0.551 0.598 -1.029  -0.47
C3 0.391 -0.885 0.775  -0.38
H1 -0.925 1.581 -1.476  0.23
H2 0.534 -1.039 1.943  0.23
H3 -0.401 -0.468 -1.407  0.25


Record 3
Here is a molecular structure, C4H6MgO3 from the Open Molecules 2025 dataset. Energies are from ωB97M-V with the def2-TZVPD basis set.

Results
HOMO   -18.4 eV
LUMO   -12.10 eV
HOMO-LUMO gap   6.32 eV
ΔE to the lowest compared entry with this formula, charge and spin   22.9 kcal/mol
Charge   +2

Last column: natural (NBO) charge in e.
Atoms and positions in Å:
Mg1 1.093 -2.329 -1.265  1.91
O1 0.700 -0.415 -1.311  -0.88
O2 -0.173 1.450 -0.446  -0.40
O3 0.299 -0.174 0.887  -0.43
C1 -0.160 -1.444 1.115  -0.14
C2 -1.327 -1.702 1.738  -0.25
C3 0.302 0.268 -0.364  1.08
C4 0.502 2.403 -1.298  -0.27
H1 -2.115 -0.946 1.779  0.25
H2 1.583 2.247 -1.228  0.21
H3 0.153 2.275 -2.329  0.22
H4 0.223 -2.547 1.112  0.18
H5 -1.303 -2.470 2.516  0.26
H6 0.222 3.383 -0.907  0.26


Record 4
Here is a single C6H10 molecule from the Open Molecules 2025 dataset. Energies are from ωB97M-V with the def2-TZVPD basis set.

Results
SMILES string   C1C[C@H]2C[C@@H]1C2
HOMO   -10.2 eV
LUMO   1.14 eV
HOMO-LUMO gap   11.31 eV
ΔE to the lowest compared entry with this formula, charge and spin   51.8 kcal/mol

Last column: natural (NBO) charge in e.
Atoms and positions in Å:
C1 -0.963 -0.790 -0.316  -0.37
C2 -0.844 0.368 0.662  -0.24
C3 0.458 -0.140 1.278  -0.40
C4 -0.469 1.166 -0.718  -0.40
C5 0.255 -0.150 -1.037  -0.23
C6 1.357 -0.220 0.027  -0.41
H1 -0.645 -1.814 0.288  0.17
H2 0.077 2.076 -0.503  0.20
H3 0.876 0.381 2.157  0.22
H4 0.144 -1.310 1.369  0.19
H5 1.904 -1.165 0.023  0.20
H6 -1.223 1.381 -1.506  0.21
H7 -1.894 -0.741 -0.901  0.22
H8 0.512 -0.461 -2.055  0.21
H9 2.082 0.595 -0.090  0.20
H10 -1.633 0.647 1.375  0.21


Record 5
Here is 8 unconnected molecules or ions with the total composition C10H41B2O11 from the Open Molecules 2025 dataset. Energies are from ωB97M-V with the def2-TZVPD basis set.

Results
HOMO   -6.0 eV
LUMO   1.66 eV
HOMO-LUMO gap   7.65 eV
ΔE to the lowest compared entry with this formula, charge and spin   159.4 kcal/mol
Charge   -1

Last column: natural (NBO) charge in e.
Atoms and positions in Å:
O1 1.940 -1.546 6.470  -0.75
O2 5.029 4.282 -1.746  -0.73
O3 1.690 1.293 -5.948  -0.75
O4 4.565 1.380 -0.906  -0.75
O5 0.151 -0.081 -3.823  -0.71
O6 -5.164 -4.168 -0.560  -0.76
O7 0.131 0.704 5.480  -0.74
O8 -0.497 0.071 1.353  -0.76
O9 -0.644 4.842 -1.715  -0.72
O10 -2.874 6.122 -3.400  -0.72
O11 -6.635 -6.682 -0.731  -0.72
C1 0.783 0.574 6.740  -0.09
C2 2.217 0.168 -5.247  -0.09
C3 -4.489 -5.423 -0.662  -0.10
C4 1.049 -0.789 -4.682  -0.08
C5 5.759 2.170 -0.676  -0.09
C6 5.859 3.188 -1.884  -0.07
C7 2.171 -0.134 6.695  -0.08
C8 -2.057 4.435 -1.695  -0.10
C9 -2.661 4.755 -3.123  -0.10
C10 -5.369 -6.464 -1.349  -0.09
B1 -3.542 -1.450 3.114  -0.88
B2 2.342 -2.512 1.940  -0.85
H1 -3.515 -5.229 -1.111  0.17
H2 -5.550 -6.002 -2.320  0.15
H3 -2.145 3.366 -1.500  0.19
H4 -1.353 -0.275 1.092  0.58
H5 -0.718 5.761 -1.983  0.46
H6 -4.666 -3.510 -0.069  0.50
H7 1.692 -1.732 5.562  0.50
H8 0.188 -0.442 0.919  0.57
H9 -1.890 4.358 -3.783  0.19
H10 3.112 -3.255 2.077  0.00
H11 2.725 -1.520 1.753  -0.06
H12 1.721 -2.807 1.108  -0.04
H13 -3.488 -0.592 3.765  -0.03
H14 2.782 -0.447 -5.947  0.15
H15 4.368 0.792 -0.173  0.49
H16 0.884 1.539 7.236  0.15
H17 1.699 -2.440 2.803  -0.04
H18 -2.681 -2.094 3.209  -0.03
H19 -3.725 -1.027 2.138  -0.05
H20 -0.311 -0.038 2.289  0.58
H21 -3.574 4.234 -3.412  0.17
H22 0.579 -1.276 -5.536  0.16
H23 5.514 2.716 0.235  0.18
H24 5.877 2.802 -2.903  0.16
H25 -0.073 0.696 -4.341  0.47
H26 4.092 4.119 -1.877  0.48
H27 0.231 -0.127 7.367  0.18
H28 -3.655 6.394 -2.913  0.47
H29 -6.987 -5.806 -0.555  0.48
H30 2.323 2.013 -5.899  0.47
H31 -2.520 4.994 -0.882  0.17
H32 -0.797 0.493 5.611  0.49
H33 1.616 -1.535 -4.125  0.19
H34 -4.780 -7.350 -1.585  0.19
H35 -4.464 -1.965 3.334  0.01
H36 6.659 1.556 -0.663  0.17
H37 2.780 0.193 5.852  0.18
H38 2.689 0.074 7.631  0.17
H39 6.834 3.670 -1.818  0.17
H40 -4.165 -5.677 0.347  0.17
H41 2.935 0.644 -4.578  0.17


Record 6
Here is 5 unconnected molecules or ions with the total composition C46H85INO8P from the Open Molecules 2025 dataset. Energies are from ωB97M-V with the def2-TZVPD basis set.

Results
SMILES string   CCc1c(CP(=O)(O)O)c2c(c(CC(=O)I)c1OC[C@H](C)CC(C)C)C(=O)N(CC=O)C2=O.CCCCCC.CCCCCC.CCCCCC.CCCCCC
HOMO   -9.8 eV
LUMO   -0.60 eV
HOMO-LUMO gap   9.18 eV

Last column: Löwdin charge in e.
Atoms and positions in Å:
I1 4.132 1.524 -1.070  0.86
P1 0.156 7.293 -0.193  0.42
O1 -0.477 1.280 -1.643  -0.06
O2 3.204 2.392 2.544  0.20
O3 1.044 1.416 5.163  0.10
O4 3.618 -0.229 1.240  0.06
O5 0.034 8.217 1.088  -0.11
O6 1.381 6.082 2.447  0.17
O7 1.673 6.849 -0.389  -0.10
O8 -0.336 8.011 -1.375  -0.28
N1 1.562 3.902 3.238  0.03
C1 5.365 -4.152 -4.534  -0.11
C2 -5.681 10.702 4.315  -0.11
C3 0.802 -2.376 -4.850  -0.39
C4 -0.571 -1.522 8.705  -0.23
C5 6.983 -7.509 -7.560  -0.11
C6 -1.215 -9.128 -0.769  -0.11
C7 1.192 4.925 2.284  -0.33
C8 -1.613 -6.729 -4.910  -0.11
C9 3.065 0.416 0.445  -0.82
C10 -0.627 3.470 -0.802  -0.08
C11 -1.272 0.751 7.715  -0.27
C12 -4.792 8.370 3.778  -0.23
C13 -1.518 -6.477 -3.409  -0.27
C14 -1.848 0.186 6.421  -0.11
C15 0.945 1.883 0.242  -0.09
C16 0.466 1.914 4.245  -0.24
C17 0.660 4.156 1.091  -0.04
C18 -3.106 3.588 -1.350  -0.05
C19 -4.165 7.861 0.755  -0.10
C20 -0.207 -6.966 -2.794  -0.23
C21 0.449 0.850 -2.648  -0.16
C22 -0.123 -1.560 -2.049  -0.04
C23 -0.022 2.203 -0.731  -0.14
C24 -1.058 -9.343 -2.272  -0.27
C25 1.255 2.897 1.146  -0.04
C26 -3.730 9.094 1.541  -0.26
C27 0.031 -8.473 -2.899  -0.23
C28 7.111 -7.081 -6.101  -0.27
C29 0.038 -0.523 -3.157  -0.33
C30 -1.709 -1.591 9.723  -0.27
C31 5.793 -7.146 -5.330  -0.23
C32 -3.535 8.822 3.031  -0.23
C33 -0.280 4.487 0.113  -0.12
C34 0.417 3.417 4.007  -0.10
C35 -0.152 -0.108 8.300  -0.22
C36 4.692 -6.226 -5.859  -0.23
C37 -0.653 -2.831 -5.058  -0.05
C38 2.171 2.924 2.351  -0.35
C39 0.949 -0.940 -4.314  -0.14
C40 -1.658 3.729 -1.879  -0.16
C41 1.620 -3.417 -4.074  -0.07
C42 1.549 0.503 0.357  -0.12
C43 -5.971 9.338 3.695  -0.27
C44 -0.937 5.850 0.071  -0.13
C45 -1.366 -0.944 11.062  -0.11
C46 5.059 -4.743 -5.907  -0.27
H1 -2.552 -6.335 -5.303  0.07
H2 0.837 -2.034 -1.842  0.08
H3 1.251 -2.358 -5.843  0.12
H4 0.989 -8.707 -2.423  0.11
H5 -1.954 -2.643 9.894  0.10
H6 -4.867 11.214 3.801  0.07
H7 5.422 -8.176 -5.349  0.11
H8 -1.602 -5.402 -3.228  0.08
H9 -2.620 0.852 6.027  0.07
H10 6.607 -8.531 -7.633  0.07
H11 1.754 6.043 -0.911  0.09
H12 4.508 -4.264 -3.868  0.06
H13 -1.652 5.910 -0.731  0.07
H14 1.479 0.881 -2.307  0.06
H15 0.368 1.529 -3.501  0.14
H16 -0.872 1.749 7.512  0.10
H17 1.062 -3.825 -3.237  0.06
H18 -2.763 8.054 3.152  0.10
H19 -1.510 -8.104 -0.535  0.06
H20 -4.457 9.897 1.392  0.10
H21 -2.612 -1.130 9.314  0.10
H22 7.952 -7.472 -8.058  0.07
H23 0.391 3.882 4.990  0.13
H24 3.804 -6.351 -5.230  0.10
H25 -1.484 4.734 -2.248  0.11
H26 1.262 -0.126 -0.474  0.08
H27 -0.888 -3.576 -4.300  0.04
H28 -0.545 3.640 3.529  0.13
H29 -5.130 7.479 1.091  0.07
H30 -4.533 8.216 4.830  0.11
H31 -5.409 10.600 5.367  0.07
H32 -1.483 5.981 1.005  0.10
H33 -4.256 8.098 -0.306  0.08
H34 -5.109 7.393 3.402  0.10
H35 1.990 -0.811 -4.011  0.12
H36 -0.809 -10.391 -2.453  0.10
H37 6.306 -6.857 -8.114  0.06
H38 -3.636 2.847 -1.936  0.07
H39 -1.155 0.120 10.953  0.06
H40 0.146 -8.754 -3.950  0.10
H41 0.627 -6.449 -3.281  0.10
H42 -1.582 -7.794 -5.144  0.07
H43 -2.016 -9.166 -2.769  0.10
H44 0.851 8.267 1.604  0.08
H45 -2.070 0.886 8.450  0.10
H46 -0.859 -2.087 7.814  0.10
H47 -0.770 -3.345 -6.006  0.08
H48 -0.794 -6.238 -5.440  0.07
H49 -6.821 8.889 4.216  0.10
H50 -3.613 4.544 -1.415  0.07
H51 -1.063 0.095 5.671  0.05
H52 0.274 0.410 9.164  0.10
H53 1.171 0.018 1.254  0.14
H54 -0.491 -1.420 11.510  0.07
H55 -2.196 -1.044 11.762  0.07
H56 -0.805 -2.354 -2.331  0.08
H57 -1.383 -2.036 -4.945  0.07
H58 5.589 -3.087 -4.618  0.07
H59 -6.560 11.346 4.257  0.07
H60 4.221 -4.195 -6.347  0.10
H61 -0.280 -9.340 -0.247  0.07
H62 -6.283 9.466 2.655  0.10
H63 -3.132 9.723 3.503  0.10
H64 -0.173 -6.663 -1.744  0.10
H65 7.529 -6.072 -6.050  0.10
H66 5.986 -6.918 -4.278  0.10
H67 6.225 -4.631 -4.066  0.07
H68 -1.446 3.053 -2.696  0.10
H69 0.303 -2.037 9.115  0.11
H70 -3.428 7.062 0.858  0.05
H71 -2.785 9.455 1.130  0.10
H72 -0.957 -0.372 -3.581  0.13
H73 4.394 -6.548 -6.860  0.10
H74 -0.050 1.292 3.488  0.13
H75 1.955 -4.230 -4.712  0.07
H76 -1.981 -9.789 -0.363  0.07
H77 -3.080 3.280 -0.310  0.08
H78 2.500 -2.908 -3.689  0.07
H79 -2.310 -0.792 6.565  0.07
H80 -0.483 -1.126 -1.121  0.07
H81 7.832 -7.735 -5.605  0.10
H82 -2.371 -6.938 -2.903  0.10
H83 0.739 -0.267 -5.143  0.12
H84 0.657 -0.179 7.568  0.10
H85 5.911 -4.584 -6.573  0.10


Record 7
Here is a molecular structure, C3HIrLiO4 from the Open Molecules 2025 dataset. Energies are from ωB97M-V with the def2-TZVPD basis set.

Results
HOMO (alpha / beta)   -23.7 / -24.6 eV
LUMO (alpha / beta)   -14.46 / -16.44 eV
HOMO-LUMO gap (alpha / beta)   9.22 / 8.18 eV
Multiplicity   5
Charge   +3

Last column: Mulliken spin population.
Atoms and positions in Å:
Ir1 3.620 1.148 -0.137  2.79
O1 0.589 0.594 1.254  0.03
O2 0.469 -1.183 0.023  0.04
O3 -1.243 0.127 2.761  0.29
O4 2.200 0.183 -0.268  0.14
C1 -0.472 -1.413 1.041  0.50
C2 -0.559 -0.332 1.833  0.11
C3 1.094 -0.031 0.253  0.11
Li1 -2.858 0.292 3.486  0.00
H1 -1.134 -1.807 0.168  0.01


Record 8
Here is a single C3H7FN4 molecule from the Open Molecules 2025 dataset. Energies are from ωB97M-V with the def2-TZVPD basis set.

Results
SMILES string   N/N=C\N/N=C/CF
HOMO   -7.6 eV
LUMO   0.82 eV
HOMO-LUMO gap   8.42 eV
ΔE to the lowest compared entry with this formula, charge and spin   82.2 kcal/mol

Last column: natural (NBO) charge in e.
Atoms and positions in Å:
F1 -1.929 1.504 0.065  -0.35
N1 2.547 0.644 0.099  -0.27
N2 1.830 1.687 -0.283  -0.65
N3 -0.248 -0.337 -0.248  -0.23
N4 0.878 -1.154 -0.171  -0.47
C1 2.137 -0.546 0.130  0.16
C2 -1.461 -0.854 -0.110  -0.05
C3 -2.524 0.242 0.014  0.03
H1 2.772 -1.383 0.522  0.17
H2 0.750 -2.185 -0.095  0.37
H3 2.282 2.519 0.039  0.37
H4 -3.188 0.192 -0.846  0.18
H5 -3.031 0.087 1.048  0.18
H6 -1.597 -1.930 -0.028  0.18
H7 0.785 1.512 -0.137  0.39